This record from the Open Molecules 2025 dataset describes a gas-phase ion, C9H10ClN2O (charge +1) in a non-equilibrium geometry. The level of theory is ωB97M-V with the def2-TZVPD basis set.

## Properties
SMILES = ClC[C@]1(c2ccccc2)[NH+]=CNO1
Gap between HOMO and LUMO = 8.951 eV
ΔE to the lowest compared entry with this formula, charge and spin = 226.5 kJ/mol
E_HOMO = -12.6972 eV
Strongest force on any atom = 5.7 eV Å⁻¹

Structure (ORCA input):
```
! RIJCOSX wB97M-V def2-TZVPD def2/J DEFGRID3
* xyz 1 1
Cl -0.68698 -1.36976 2.85411
O 1.14021 -2.01958 -0.30249
N 0.87535 -2.68882 -1.50085
N -0.85647 -1.35323 -1.23887
C -0.12877 -1.22069 -0.00123
C -0.48050 1.28700 -0.15588
C 1.59438 1.86328 1.58696
C 1.38253 0.57828 1.19970
C -0.27057 -2.20559 -1.99723
C 0.26400 0.24268 0.36934
C 0.83481 2.90184 1.11058
C -0.98643 -1.97876 1.13051
C -0.21164 2.63532 0.24619
H -1.22326 1.31521 -1.05542
H -0.89481 -3.02640 1.17836
H 1.20111 3.86285 1.42967
H -1.97830 -1.72106 1.01733
H 2.42943 1.98979 2.27999
H 1.47981 -3.34405 -1.85149
H -0.69673 3.61186 -0.12804
H 2.00025 -0.20473 1.62370
H -1.70476 -0.66053 -1.38968
H -0.66394 -2.35339 -2.99402
*
```

natural (NBO) atomic charges, in units of e: -0.04, -0.31, -0.22, -0.56, 0.40, -0.24, -0.18, -0.18, 0.35, -0.10, -0.18, -0.37, -0.20, 0.22, 0.24, 0.24, 0.22, 0.23, 0.44, 0.25, 0.24, 0.50, 0.26